(1)
Entry from the OMol25 dataset: an isolated ion of composition C4H8NO and charge +1 in a non-equilibrium geometry (wB97M-V/def2-TZVPD).

Summary:
**Charge**: +1
**ΔE to the lowest compared entry with this formula, charge and spin**: 93.7 kcal/mol
**HOMO level**: -16.050 eV
**Electronic energy**: -286.79324 a.u.
**Kohn-Sham gap**: 10.51 eV
**SMILES**: CC[C@@]1(O)C=[NH+]1
**Multiplicity**: 1

Last column: natural (NBO) charge in e.
Element x y z (Å)
1 C -1.00 0.79 1.04  0.29
2 C 1.24 -0.95 0.35  -0.62
3 C 0.61 -0.14 -0.75  -0.48
4 C -0.62 0.30 -0.29  0.45
5 N -0.80 1.65 0.09  -0.42
6 O -1.71 -0.59 -0.62  -0.65
7 H -1.26 1.08 2.01  0.27
8 H 0.49 -1.66 0.91  0.23
9 H 1.62 -0.34 1.18  0.23
10 H 2.07 -1.56 -0.06  0.26
11 H 0.27 -0.65 -1.73  0.25
12 H 1.15 0.74 -0.97  0.25
13 H -0.81 2.62 -0.12  0.47
14 H -1.25 -1.29 -1.03  0.49

---

(2)
Entry from the OMol25 dataset: C14H17N3NiS as an isolated structure in a non-equilibrium geometry (wB97M-V/def2-TZVPD).

Summary:
**<S²>**: 2.06
**ΔE to the lowest compared entry with this formula, charge and spin**: 0.0 kcal/mol
**HOMO level (alpha / beta)**: -4.267 / -6.321 eV
**Electronic energy**: -2614.18783 a.u.
**Kohn-Sham gap (alpha / beta)**: 3.27 / 5.39 eV
**Multiplicity**: 3

Last column: Löwdin spin population.
Element x y z (Å)
1 C -0.12 1.47 1.80  0.02
2 C -0.18 -1.50 1.93  0.00
3 H 0.59 2.33 1.76  0.00
4 H -0.95 1.71 2.48  0.00
5 H -0.55 1.25 0.79  0.01
6 H 0.07 -1.84 0.91  0.00
7 H 0.22 -2.14 2.73  0.00
8 H -1.26 -1.34 2.00  0.00
9 C 0.57 2.64 -1.62  0.02
10 C 0.90 3.45 -2.69  0.09
11 C 1.12 2.90 -3.95  0.06
12 C 1.04 1.52 -4.11  0.03
13 H 0.41 3.02 -0.61  0.00
14 H 0.95 4.52 -2.53  0.01
15 H 1.35 3.54 -4.80  0.00
16 H 1.17 1.03 -5.06  0.00
17 N 0.46 1.29 -1.78  0.16
18 C 0.72 0.72 -3.01  0.11
19 C 0.55 -0.72 -3.03  0.11
20 N 0.16 -1.25 -1.82  0.17
21 C 0.01 -2.59 -1.67  0.01
22 C 0.50 -2.92 -4.01  0.05
23 C 0.20 -3.45 -2.75  0.09
24 H -0.24 -2.96 -0.68  0.00
25 H 0.09 -4.52 -2.59  0.01
26 C 0.67 -1.54 -4.16  0.03
27 H 0.88 -1.07 -5.12  0.00
28 H 0.59 -3.57 -4.87  0.00
29 Ni -0.54 0.11 -0.81  0.97
30 C -2.31 -0.05 -0.29  0.03
31 H -2.57 -1.12 -0.33  0.01
32 H -2.87 0.49 -1.09  0.00
33 H -2.57 0.37 0.69  0.01
34 S 0.80 0.00 2.34  0.00
35 C 0.26 0.08 4.05  0.00
36 N -0.15 0.16 5.16  0.00

---

(3)
Entry from the OMol25 dataset: C21H22N5O15V as an isolated structure in a non-equilibrium geometry (wB97M-V/def2-TZVPD).

Summary:
**Charge**: -3
**<S²>**: 0.77
**HOMO level (alpha / beta)**: 2.175 / 1.407 eV
**Electronic energy**: -3158.99928 a.u.
**Kohn-Sham gap (alpha / beta)**: 2.73 / 3.50 eV
**Multiplicity**: 2

Last column: Löwdin spin population.
Element x y z (Å)
1 O 7.44 -12.34 17.27  0.00
2 V 7.36 -13.59 18.31  0.00
3 O 8.61 -14.62 18.09  0.00
4 N 1.41 -16.36 22.15  0.00
5 O 2.42 -15.78 21.92  0.00
6 O 1.38 -17.20 22.99  0.00
7 O 0.34 -16.18 21.56  0.00
8 O 5.55 -14.84 18.58  0.00
9 C 4.48 -15.39 17.85  0.00
10 C 2.93 -15.48 18.36  0.00
11 O 2.33 -14.47 19.13  0.00
12 H 4.73 -16.45 17.74  0.00
13 H 4.49 -14.95 16.86  0.00
14 H 2.86 -16.34 19.02  0.00
15 H 2.29 -15.84 17.55  0.00
16 C 3.94 -14.57 13.83  0.00
17 N 4.78 -13.32 13.65  0.00
18 O 5.99 -13.39 13.58  0.00
19 O 4.05 -12.32 13.59  0.00
20 H 3.41 -14.64 12.88  0.00
21 H 3.14 -14.39 14.54  0.00
22 H 4.64 -15.37 14.06  0.00
23 C 0.86 -17.89 13.15  0.14
24 C 1.46 -17.28 14.25  0.02
25 C 0.58 -16.55 15.07  0.09
26 C -0.83 -16.50 14.83  0.09
27 C -1.34 -17.12 13.62  0.09
28 C -0.52 -17.84 12.84  0.02
29 N -1.69 -15.85 15.76  0.16
30 O -2.91 -15.93 15.62  0.15
31 O -1.20 -15.31 16.76  0.19
32 H 1.37 -18.49 12.41  0.01
33 H 2.49 -17.27 14.58  0.00
34 H 1.13 -16.12 15.90  0.01
35 H -2.40 -17.04 13.40  0.01
36 H -0.93 -18.36 11.99  0.00
37 C 3.01 -19.34 16.81  0.00
38 C 1.96 -19.42 17.74  0.00
39 C 0.81 -20.01 17.30  0.00
40 C 0.61 -20.38 16.01  0.00
41 C 1.73 -20.42 15.20  0.00
42 C 2.95 -19.89 15.58  0.00
43 N -0.79 -20.70 15.46  0.00
44 O -1.69 -20.68 16.29  0.01
45 O -0.94 -21.00 14.26  0.00
46 H 3.85 -18.67 16.98  0.00
47 H 2.05 -18.93 18.70  0.00
48 H 0.03 -20.11 18.04  0.00
49 H 1.72 -20.82 14.20  0.00
50 H 3.69 -19.90 14.79  0.00
51 C 8.97 -18.35 18.79  0.00
52 C 9.79 -17.68 19.73  0.00
53 C 9.24 -16.93 20.76  0.00
54 C 7.83 -16.78 20.86  0.00
55 C 7.02 -17.44 19.94  0.00
56 C 7.62 -18.26 18.91  0.00
57 N 7.29 -15.93 21.89  0.00
58 O 6.06 -15.66 21.89  0.00
59 O 8.04 -15.56 22.72  0.00
60 H 9.36 -19.12 18.14  0.00
61 H 10.83 -17.93 19.75  0.00
62 H 9.94 -16.57 21.50  0.00
63 H 5.95 -17.35 20.01  0.00
64 H 7.05 -18.93 18.27  0.00

---

(4)
Entry from the OMol25 dataset: a 2-piece molecular cluster, CH4N2S2 overall in a non-equilibrium geometry (wB97M-V/def2-TZVPD).

Summary:
**ΔE to the lowest compared entry with this formula, charge and spin**: 26.6 kcal/mol
**HOMO level**: -8.806 eV
**Electronic energy**: -946.34415 a.u.
**Kohn-Sham gap**: 8.55 eV
**SMILES**: [NH3+][S-].N=C=S
**Multiplicity**: 1

Last column: natural (NBO) charge in e.
Element x y z (Å)
1 C 2.57 -0.89 -0.17  0.21
2 N 1.68 -1.67 -0.30  -0.66
3 N -0.86 0.61 -0.13  -0.82
4 S 3.79 0.09 -0.10  -0.07
5 S -1.29 -1.18 0.17  -0.34
6 H 0.67 -1.72 -0.10  0.41
7 H -0.27 0.95 0.62  0.42
8 H -0.37 0.66 -1.03  0.43
9 H -1.74 1.13 -0.17  0.43

---

(5)
Entry from the OMol25 dataset: a single C2H2ClNO2 molecule in a non-equilibrium geometry (wB97M-V/def2-TZVPD).

Summary:
**ΔE to the lowest compared entry with this formula, charge and spin**: 83.4 kcal/mol
**HOMO level**: -10.717 eV
**Electronic energy**: -742.70359 a.u.
**Kohn-Sham gap**: 9.95 eV
**SMILES**: O=[N+]([O-])/C=C/Cl
**Multiplicity**: 1

Last column: natural (NBO) charge in e.
Element x y z (Å)
1 C 0.02 -0.56 -0.10  -0.18
2 C 1.04 0.33 0.08  -0.16
3 N -1.29 0.02 -0.02  0.51
4 O -1.48 1.22 -0.09  -0.38
5 O -2.18 -0.78 0.11  -0.36
6 Cl 2.71 -0.01 0.02  0.05
7 H 0.21 -1.66 -0.30  0.26
8 H 0.97 1.43 0.29  0.26

---

(6)
Entry from the OMol25 dataset: a 2-piece molecular cluster, CH6NS overall in a non-equilibrium geometry (wB97M-V/def2-TZVPD).

Summary:
**Charge**: -1
**ΔE to the lowest compared entry with this formula, charge and spin**: 7.4 kcal/mol
**HOMO level**: -2.086 eV
**Electronic energy**: -494.65269 a.u.
**Kohn-Sham gap**: 6.54 eV
**Multiplicity**: 1

Last column: natural (NBO) charge in e.
Element x y z (Å)
1 N 1.06 0.30 2.00  -1.10
2 H 0.38 0.28 1.24  0.41
3 H 1.49 1.18 2.21  0.35
4 H 0.45 0.08 2.79  0.32
5 C -0.70 -0.49 -1.63  -0.74
6 S -0.09 1.16 -1.19  -0.74
7 H -0.48 -1.34 -0.97  0.16
8 H -1.78 -0.46 -1.81  0.17
9 H -0.32 -0.72 -2.63  0.17